This record from the Open Molecules 2025 dataset describes 2 unconnected molecules or ions with the total composition C2H5O2 in a non-equilibrium geometry. The level of theory is ωB97M-V with the def2-TZVPD basis set.

Cartesian coordinates (Å):
O 2.519 0.894 1.486
H 1.986 0.410 0.821
O 0.654 -0.120 -0.270
C -0.407 -0.583 -0.788
C -1.692 -0.144 -0.690
H -0.265 -1.462 -1.443
H -2.136 0.613 -0.055
H -2.462 -0.769 -1.140
H 1.801 1.162 2.077

Values from the calculation:
**Kohn-Sham gap**: 7.08 eV
**E_HOMO**: -0.0936 Ha
**ΔE to the lowest compared entry with this formula, charge and spin**: 0.919 eV
**Net charge**: -1
**Maximum force**: 1.40 eV/A
**LUMO energy**: 0.1666 Ha
**Total energy**: -229.6914 Ha

Here are the natural (NBO) charges for atoms 1 to 2, given in e: -0.995, 0.523

This record from the Open Molecules 2025 dataset describes a gas-phase ion, C2H5O2P2 (charge -1) in a non-equilibrium geometry. The level of theory is ωB97M-V with the def2-TZVPD basis set.

Cartesian coordinates (Å):
C 0.480 -1.339 1.484
C 0.642 -1.005 0.191
P 0.613 0.681 -0.650
O 0.401 0.428 -2.533
O 1.537 1.637 -0.138
P -1.495 1.433 -0.001
H 0.579 -2.441 1.834
H 0.137 -0.644 2.202
H 0.961 -1.824 -0.532
H -2.051 0.569 -0.948
H -1.802 2.505 -0.908

Values from the calculation:
**Kohn-Sham gap**: 7.75 eV
**SMILES**: C=C[P@](=O)([O-])P
**E_HOMO**: -0.1409 Ha
**ΔE to the lowest compared entry with this formula, charge and spin**: 2.042 eV
**Net charge**: -1
**Maximum force**: 9.59 eV/A
**LUMO energy**: 0.1438 Ha
**Total energy**: -912.3769 Ha

Here are the natural (NBO) charges for atoms 1 to 2, given in e: -0.388, -0.551

This record from the Open Molecules 2025 dataset describes 2 unconnected molecules or ions with the total composition C2H5O2S. The level of theory is ωB97M-V with the def2-TZVPD basis set.

Cartesian coordinates (Å):
C -2.007 0.290 -0.437
S -0.631 1.485 -0.676
H -2.338 0.002 -1.432
H -1.752 -0.584 0.148
H -2.820 0.800 0.079
O 1.703 0.446 0.706
C 2.293 -0.675 0.599
O 2.490 -1.508 1.491
H 2.610 -0.990 -0.426
H 0.453 0.733 -0.052

Values from the calculation:
**Kohn-Sham gap**: 8.22 eV
**E_HOMO**: -0.1650 Ha
**ΔE to the lowest compared entry with this formula, charge and spin**: 0.579 eV
**Net charge**: -1
**Maximum force**: 0.85 eV/A
**LUMO energy**: 0.1369 Ha
**Total energy**: -627.9196 Ha

Here are the natural (NBO) charges for atoms 1 to 2, given in e: -0.726, -0.277

This record from the Open Molecules 2025 dataset describes a gas-phase ion, C2H5O2S2 (charge -1) in a non-equilibrium geometry. The level of theory is ωB97M-V with the def2-TZVPD basis set.

Cartesian coordinates (Å):
C 1.092 0.691 0.229
C -0.338 0.435 0.388
O -1.492 -1.666 -0.974
O 0.694 -2.006 0.197
S -1.508 1.188 -0.788
S -0.654 -1.515 0.300
H 1.349 -0.032 -0.540
H 1.697 0.350 1.078
H 1.302 1.693 -0.059
H -0.724 0.899 1.533
H -1.419 -0.037 -1.365

Values from the calculation:
**Kohn-Sham gap**: 7.09 eV
**E_HOMO**: -0.1273 Ha
**ΔE to the lowest compared entry with this formula, charge and spin**: 1.977 eV
**Net charge**: -1
**Maximum force**: 5.22 eV/A
**LUMO energy**: 0.1334 Ha
**Total energy**: -1026.0651 Ha

Here are the natural (NBO) charges for atoms 1 to 2, given in e: -0.679, -0.541

This record from the Open Molecules 2025 dataset describes 2 unconnected molecules or ions with the total composition C2H5O2S2 in a non-equilibrium geometry. The level of theory is ωB97M-V with the def2-TZVPD basis set.

Cartesian coordinates (Å):
C 0.282 -0.409 -1.148
C 0.185 -0.110 0.342
O 2.492 2.307 0.771
O 3.163 0.545 -0.886
S 3.444 -0.108 2.007
S 2.652 0.869 0.426
H -0.701 -0.559 -1.702
H 0.905 0.248 -1.658
H 0.912 -1.472 -1.374
H 0.052 -0.874 1.165
H -0.457 0.671 0.675

Values from the calculation:
**Kohn-Sham gap (spin up / spin down)**: 6.23 / 6.68 eV
**E_HOMO (spin up / spin down)**: -0.0886 / -0.1504 Ha
**2S+1**: 3
**Net charge**: -1
**Maximum force**: 4.64 eV/A
**LUMO energy (spin up / spin down)**: 0.1402 / 0.0951 Ha
**Total energy**: -1025.9732 Ha

Here are the natural (NBO) charges for atoms 1 to 2, given in e: -0.688, -0.306

This record from the Open Molecules 2025 dataset describes a molecular structure, C2H5OP in a non-equilibrium geometry. The level of theory is ωB97M-V with the def2-TZVPD basis set.

Cartesian coordinates (Å):
C 0.380 0.970 -0.035
C 0.052 -0.403 -0.529
O 0.500 -1.611 0.008
P -1.706 0.002 0.008
H 0.687 1.216 1.060
H 0.126 1.782 -0.694
H 0.151 -0.597 -1.678
H 1.311 -1.395 0.419
H -1.501 0.036 1.441

Values from the calculation:
**Kohn-Sham gap**: 8.41 eV
**E_HOMO**: -0.3053 Ha
**ΔE to the lowest compared entry with this formula, charge and spin**: 2.592 eV
**Maximum force**: 3.01 eV/A
**LUMO energy**: 0.0036 Ha
**Total energy**: -495.6853 Ha

Here are the natural (NBO) charges for atoms 1 to 2, given in e: -0.494, -0.184

This record from the Open Molecules 2025 dataset describes C2H5OP in the gas phase in a non-equilibrium geometry. The level of theory is ωB97M-V with the def2-TZVPD basis set.

Cartesian coordinates (Å):
O 2.262 -0.067 0.441
P 1.063 0.116 -0.448
C -0.515 0.777 0.336
C -0.498 -0.704 0.144
H 1.182 -0.002 -1.821
H -1.282 1.098 -0.345
H -0.407 1.210 1.241
H -0.493 -1.458 0.964
H -1.312 -0.970 -0.512

Values from the calculation:
**Kohn-Sham gap**: 10.22 eV
**SMILES**: O=[PH]1CC1
**E_HOMO**: -0.3374 Ha
**ΔE to the lowest compared entry with this formula, charge and spin**: 1.210 eV
**Maximum force**: 3.91 eV/A
**LUMO energy**: 0.0383 Ha
**Total energy**: -495.7361 Ha

Here are the natural (NBO) charges for atoms 1 to 2, given in e: -1.048, 1.531

This record from the Open Molecules 2025 dataset describes C2H5OP in the gas phase in a non-equilibrium geometry. The level of theory is ωB97M-V with the def2-TZVPD basis set.

Cartesian coordinates (Å):
C 0.610 -0.571 -1.011
C -0.612 0.260 1.136
O -2.013 -1.452 -0.585
P -1.176 -0.260 -0.472
H 1.300 0.297 -0.895
H 0.924 -1.633 -1.078
H -0.265 -0.384 1.894
H 0.165 0.931 0.867
H -1.625 0.890 -1.211

Values from the calculation:
**Kohn-Sham gap (spin up / spin down)**: 8.93 / 8.66 eV
**E_HOMO (spin up / spin down)**: -0.3586 / -0.3588 Ha
**ΔE to the lowest compared entry with this formula, charge and spin**: 3.186 eV
**Maximum force**: 2.12 eV/A
**LUMO energy (spin up / spin down)**: -0.0305 / -0.0405 Ha
**Total energy**: -495.6634 Ha

Here are the natural (NBO) charges for atoms 1 to 2, given in e: -0.620, -0.665

This record from the Open Molecules 2025 dataset describes 2 unconnected molecules or ions with the total composition C2H5OPS in a non-equilibrium geometry. The level of theory is ωB97M-V with the def2-TZVPD basis set.

Cartesian coordinates (Å):
H 2.502 0.581 -1.561
P 1.078 0.465 -1.208
C 1.510 0.393 0.412
O 2.750 0.452 0.812
H 0.908 0.316 1.283
H 2.964 0.161 1.690
C -2.856 -0.686 -0.370
S -3.893 0.462 -0.677
H -1.746 -0.552 -0.407
H -3.217 -1.591 0.028

Values from the calculation:
**Kohn-Sham gap**: 8.52 eV
**SMILES**: [H]/P=C\O.C=S
**E_HOMO**: -0.3203 Ha
**ΔE to the lowest compared entry with this formula, charge and spin**: 2.707 eV
**Maximum force**: 3.17 eV/A
**LUMO energy**: -0.0071 Ha
**Total energy**: -893.8733 Ha

Here are the natural (NBO) charges for atoms 1 to 2, given in e: -0.021, 0.204

This record from the Open Molecules 2025 dataset describes C2H5OPS in the gas phase in a non-equilibrium geometry. The level of theory is ωB97M-V with the def2-TZVPD basis set.

Cartesian coordinates (Å):
C -2.338 0.078 0.413
C 1.442 -1.135 -0.433
O 1.704 1.435 -0.175
P 0.975 0.160 0.549
S -1.174 0.769 -0.395
H -3.212 -0.443 -0.072
H -2.665 0.161 1.466
H 2.010 -1.015 -1.352
H 1.298 -2.219 -0.228
H 1.959 2.210 0.228

Values from the calculation:
**Kohn-Sham gap (spin up / spin down)**: 6.99 / 6.98 eV
**E_HOMO (spin up / spin down)**: -0.2905 / -0.2905 Ha
**ΔE to the lowest compared entry with this formula, charge and spin**: 2.506 eV
**Maximum force**: 3.81 eV/A
**LUMO energy (spin up / spin down)**: -0.0338 / -0.0338 Ha
**Total energy**: -893.8807 Ha

Here are the natural (NBO) charges for atoms 1 to 2, given in e: -0.562, -0.967